Formula: C5H8O2
Source: the Open Molecules 2025 dataset
Level of theory: the ωB97M-V functional and the def2-TZVPD basis

Spin multiplicity = 1
Max |F| = 0.009 hartree/bohr
Relative energy (zero: lowest compared OMol25 entry of this formula, charge and spin) = 142.8 kJ/mol
Structure (SMILES) = O=CCC1(O)CC1
Electronic energy = -9408.35180 eV
Kohn-Sham gap = 10.8 eV

Last column: natural (NBO) charge in e.
Element x y z (Å)
1 O 2.08 1.11 -0.54  -0.53
2 C 1.87 0.55 0.51  0.45
3 C 0.85 -0.55 0.67  -0.54
4 C -0.29 -0.38 -0.32  0.23
5 O -0.04 -0.95 -1.58  -0.70
6 C -1.72 -0.43 0.12  -0.42
7 C -1.09 0.88 -0.30  -0.44
8 H 2.42 0.84 1.43  0.11
9 H 0.51 -0.61 1.71  0.22
10 H 1.35 -1.51 0.46  0.26
11 H 0.65 -0.41 -1.98  0.48
12 H -1.92 -0.57 1.19  0.21
13 H -2.43 -0.89 -0.56  0.23
14 H -1.37 1.29 -1.27  0.23
15 H -0.87 1.63 0.46  0.21